# 1
C4H7NO2 in the gas phase. Source: the Open Molecules 2025 dataset; level of theory: ωB97M-V with the def2-TZVPD basis set.

Geometry as XYZ:
```
14
Properties=species:S:1:pos:R:3:lowdin_charge:R:1
O -2.05806 -1.36657 0.56034 -0.063
N -1.64720 -0.05861 0.84572 0.055
C -0.65377 0.27169 0.13325 -0.271
C 0.25052 1.47354 0.26410 -0.097
C 1.39334 0.52660 -0.18424 -0.103
C 0.32619 -0.42393 -0.79702 -0.320
O 0.51816 -1.80243 -0.78854 0.002
H -2.80882 -1.48063 1.15693 0.092
H 0.31548 1.93633 1.25051 0.112
H 0.02901 2.23967 -0.48651 0.115
H 1.85796 0.04239 0.68070 0.119
H 2.16509 0.91545 -0.85197 0.107
H 0.11940 -0.12360 -1.83259 0.160
H 0.19270 -2.14990 0.04932 0.091
```

Values from the calculation:
Lowest unoccupied orbital energy: 0.03286 Ha
Energy relative to the best compared isomer or geometry (same formula, charge and spin): 319.07 kJ/mol
Strongest force on any atom: 0.64 eV/A
Charge: 0
SMILES: O/N=C1/CC[C@H]1O
E_HOMO: -9.6823 eV

# 2
C4H7NO2 in the gas phase at a distorted geometry. Source: the Open Molecules 2025 dataset; level of theory: ωB97M-V with the def2-TZVPD basis set.

Geometry as XYZ:
```
14
Properties=species:S:1:pos:R:3:lowdin_charge:R:1
C 0.88867 0.89646 1.30518 -0.020
C 1.35565 0.43321 0.01893 -0.547
O 2.37802 0.84109 -0.51697 0.053
N 0.56007 -0.53273 -0.60604 0.021
C -0.74186 -0.91719 -0.24177 -0.186
C -1.61440 -0.06081 -1.15520 -0.240
O -2.75782 0.16415 -0.88887 0.048
H 0.96764 2.01439 1.21657 0.108
H -0.08947 0.77317 1.63605 0.035
H 1.63572 0.55737 2.23179 0.169
H 1.02235 -1.26879 -1.15224 0.157
H -1.06434 -2.01863 -0.45960 0.165
H -1.00527 -0.97289 0.81805 0.119
H -1.53496 0.09118 -2.20587 0.116
```

Values from the calculation:
Lowest unoccupied orbital energy: 0.01769 Ha
Energy relative to the best compared isomer or geometry (same formula, charge and spin): 245.96 kJ/mol
Strongest force on any atom: 5.20 eV/A
Charge: 0
SMILES: CC(=O)NCC=O
E_HOMO: -9.6152 eV

# 3
3 unconnected molecules or ions with the total composition C4H7NO2 at a distorted geometry. Source: the Open Molecules 2025 dataset; level of theory: ωB97M-V with the def2-TZVPD basis set.

Geometry as XYZ:
```
14
Properties=species:S:1:pos:R:3:lowdin_charge:R:1
C -1.70587 -0.96354 0.00737 -0.013
C -0.31321 -0.51157 -0.04720 -0.462
C -0.02444 0.93505 0.39619 -0.245
N 1.34258 0.95071 0.78744 0.068
C 2.17213 0.02452 0.66403 -0.390
O 3.18366 -0.53928 0.67841 0.176
O 0.64289 -1.30917 -0.15716 0.034
H -2.04332 -0.58405 0.97486 0.096
H -1.82520 -2.04591 -0.03668 0.097
H -2.29648 -0.48617 -0.76870 0.093
H 0.19088 0.42394 -2.27122 0.154
H -0.65494 1.25687 1.23441 0.122
H -0.27611 1.69972 -0.36598 0.089
H 1.49668 1.01778 -1.41392 0.185
```

Values from the calculation:
Lowest unoccupied orbital energy (alpha / beta): -0.03231 / -0.02573 Ha
Energy relative to the best compared isomer or geometry (same formula, charge and spin): 587.65 kJ/mol
Strongest force on any atom: 3.07 eV/A
Charge: 0
E_HOMO (alpha / beta): -9.9800 / -10.2055 eV